Record 1
A structure of composition C63H62Br3F3Li2N11O8, computed with the ωB97M-V functional and the def2-TZVPD basis.

Multiplicity: 1
Lowest unoccupied orbital energy (eV): -2.72
Frontier orbital gap (eV): 8.18
Net charge: +1
E_tot (Ha): -11678.45742

Cartesian coordinates (Å):
Li1 -4.111 0.782 0.541
Li2 -2.302 3.356 0.155
C1 -0.833 0.900 0.824
O1 0.080 1.673 0.052
O2 -2.080 1.362 0.589
C2 -0.712 -0.591 0.516
F1 -1.707 -1.291 1.082
F2 -0.632 -0.817 -0.806
F3 0.434 -1.132 1.040
C3 1.481 1.291 0.035
C4 2.131 2.280 -0.912
H1 3.196 2.010 -0.919
H2 1.828 2.177 -1.953
H3 2.056 3.306 -0.556
H4 1.607 0.263 -0.298
H5 1.889 1.423 1.038
H6 -0.549 1.090 1.874
C5 5.878 3.835 -1.158
Br1 6.975 5.385 -1.505
Br2 5.971 3.411 0.737
Br3 6.545 2.365 -2.262
H7 4.856 4.071 -1.410
C6 2.285 -4.622 1.268
C7 2.874 -4.219 2.453
C8 3.546 -3.001 2.511
C9 3.724 -2.315 1.334
C10 3.161 -2.690 0.129
C11 2.463 -3.890 0.105
N1 4.490 -1.061 1.383
O3 5.433 -1.058 2.163
O4 4.162 -0.094 0.721
H8 1.631 -5.486 1.234
H9 2.700 -4.717 3.398
H10 3.953 -2.734 3.476
H11 3.315 -2.080 -0.749
H12 2.027 -4.242 -0.818
C12 -2.175 -3.632 -1.170
C13 -1.329 -3.539 -2.261
C14 -0.388 -4.521 -2.530
C15 -0.161 -5.476 -1.555
C16 -0.979 -5.576 -0.443
C17 -1.946 -4.617 -0.218
N2 0.858 -6.497 -1.736
O5 1.184 -7.159 -0.781
O6 1.362 -6.592 -2.823
H13 -2.959 -2.901 -1.027
H14 -1.452 -2.746 -2.991
H15 0.289 -4.416 -3.367
H16 -0.808 -6.370 0.271
H17 -2.564 -4.670 0.669
C18 -0.205 -0.353 -5.894
C19 0.239 -0.504 -4.589
C20 1.354 -1.290 -4.347
C21 1.958 -1.928 -5.408
C22 1.609 -1.703 -6.720
C23 0.457 -0.967 -6.951
N3 2.990 -2.933 -5.111
O7 2.931 -3.470 -4.012
O8 3.837 -3.147 -5.956
H18 -1.060 0.245 -6.171
H19 -0.212 0.038 -3.769
H20 1.701 -1.433 -3.334
H21 2.080 -2.144 -7.587
H22 0.063 -0.843 -7.951
N4 -1.540 1.947 5.298
C24 -2.416 2.117 4.326
C25 -3.330 3.157 4.269
C26 -3.325 4.071 5.306
C27 -2.396 3.940 6.315
C28 -1.531 2.853 6.275
H23 -2.406 1.359 3.544
H24 -4.045 3.189 3.456
H25 -4.088 4.842 5.310
H26 -2.417 4.504 7.239
H27 -0.842 2.605 7.074
N5 -0.281 -1.487 5.411
C29 -0.534 -1.844 4.159
C30 -0.710 -3.148 3.726
C31 -0.616 -4.165 4.671
C32 -0.326 -3.811 5.980
C33 -0.163 -2.467 6.309
H28 -0.599 -1.060 3.410
H29 -0.873 -3.465 2.702
H30 -0.636 -5.222 4.430
H31 -0.160 -4.565 6.741
H32 0.094 -2.166 7.317
N6 -1.912 3.420 -1.847
C34 -2.813 3.183 -2.800
C35 -2.536 3.232 -4.150
C36 -1.236 3.485 -4.562
C37 -0.277 3.665 -3.595
C38 -0.688 3.698 -2.278
H33 -3.823 2.882 -2.542
H34 -3.257 2.899 -4.885
H35 -1.005 3.461 -5.619
H36 0.775 3.810 -3.800
H37 0.005 3.963 -1.492
N7 -4.436 -1.106 1.284
C39 -4.878 -2.121 0.556
C40 -5.161 -3.389 1.036
C41 -4.770 -3.681 2.322
C42 -4.220 -2.671 3.101
C43 -4.112 -1.410 2.549
H38 -5.093 -1.998 -0.502
H39 -5.553 -4.112 0.335
H40 -4.916 -4.609 2.864
H41 -3.921 -2.833 4.125
H42 -3.658 -0.573 3.066
N8 -1.404 4.756 1.327
C44 -2.131 5.347 2.272
C45 -1.577 6.081 3.311
C46 -0.237 6.409 3.260
C47 0.524 5.820 2.263
C48 -0.076 4.979 1.360
H43 -3.197 5.162 2.286
H44 -2.145 6.455 4.152
H45 0.191 7.140 3.932
H46 1.583 5.993 2.111
H47 0.489 4.316 0.716
N9 1.321 0.993 4.426
C49 1.404 2.169 3.795
C50 2.560 2.778 3.334
C51 3.748 2.105 3.557
C52 3.696 0.859 4.136
C53 2.471 0.348 4.543
H48 0.480 2.745 3.754
H49 2.489 3.695 2.766
H50 4.725 2.414 3.212
H51 4.570 0.238 4.280
H52 2.399 -0.650 4.962
N10 -4.751 0.409 -1.358
C54 -6.001 0.605 -1.787
C55 -6.483 0.255 -3.032
C56 -5.592 -0.288 -3.948
C57 -4.280 -0.500 -3.551
C58 -3.942 -0.168 -2.255
H53 -6.724 0.992 -1.072
H54 -7.507 0.441 -3.317
H55 -5.965 -0.543 -4.932
H56 -3.545 -0.851 -4.258
H57 -2.913 -0.281 -1.917
N11 5.502 0.129 -6.118
C59 4.592 1.089 -5.997
C60 3.849 1.285 -4.844
C61 4.121 0.467 -3.767
C62 5.095 -0.499 -3.868
C63 5.761 -0.644 -5.086
H58 4.561 1.788 -6.825
H59 3.071 2.034 -4.773
H60 3.576 0.529 -2.833
H61 5.342 -1.174 -3.057
H62 6.538 -1.397 -5.144



Record 2
A cluster of 11 separate species, C63H62F4O3 in total, computed with the ωB97M-V functional and the def2-TZVPD basis.

Multiplicity: 2
Lowest unoccupied orbital energy (alpha / beta) (eV): -3.92 / -8.22
Frontier orbital gap (alpha / beta) (eV): 6.55 / 2.25
Net charge: +1
E_tot (Ha): -3062.61841

Cartesian coordinates (Å):
C1 -12.894 -14.920 14.357
O1 -12.347 -14.242 15.433
C2 -12.880 -13.136 16.007
O2 -14.001 -12.702 15.846
O3 -11.973 -12.813 16.946
C3 -12.127 -11.590 17.642
H1 -12.526 -14.372 13.490
H2 -13.984 -14.932 14.361
H3 -12.444 -15.903 14.219
H4 -11.704 -11.652 18.645
H5 -13.168 -11.326 17.829
H6 -11.588 -10.790 17.135
F1 -5.787 -17.988 11.046
C4 -6.893 -18.038 11.822
C5 -6.724 -17.661 13.158
C6 -7.788 -17.811 14.022
C7 -9.051 -18.283 13.488
C8 -9.117 -18.596 12.133
C9 -8.057 -18.532 11.331
H7 -5.728 -17.334 13.417
H8 -7.683 -17.654 15.086
H9 -9.932 -18.368 14.107
H10 -10.046 -18.959 11.719
H11 -8.187 -18.759 10.283
F2 -12.319 -18.207 13.089
C10 -13.128 -19.111 12.525
C11 -12.666 -20.189 11.820
C12 -13.549 -20.984 11.049
C13 -14.910 -20.686 11.119
C14 -15.358 -19.679 11.924
C15 -14.499 -18.931 12.697
H12 -11.620 -20.437 11.711
H13 -13.231 -21.808 10.428
H14 -15.578 -21.256 10.491
H15 -16.398 -19.403 12.021
H16 -14.780 -18.081 13.301
F3 -15.153 -17.182 15.602
C16 -15.721 -16.908 16.802
C17 -16.157 -15.630 16.946
C18 -16.405 -15.179 18.279
C19 -16.469 -16.124 19.273
C20 -16.187 -17.461 19.065
C21 -15.761 -17.836 17.758
H17 -16.032 -14.966 16.103
H18 -16.625 -14.134 18.437
H19 -16.737 -15.814 20.272
H20 -16.316 -18.232 19.810
H21 -15.529 -18.856 17.489
F4 -15.089 -26.587 10.441
C22 -15.176 -25.849 11.593
C23 -14.576 -26.371 12.758
C24 -14.514 -25.611 13.983
C25 -15.244 -24.426 14.045
C26 -15.868 -23.936 12.875
C27 -15.775 -24.588 11.626
H22 -14.067 -27.322 12.702
H23 -13.953 -26.027 14.808
H24 -15.393 -23.953 15.004
H25 -16.459 -23.034 12.834
H26 -16.089 -24.174 10.679
C28 -11.917 -17.855 8.324
C29 -13.288 -17.864 8.493
C30 -13.851 -17.104 9.533
C31 -13.097 -16.503 10.465
C32 -11.726 -16.632 10.414
C33 -11.135 -17.204 9.283
H27 -11.442 -18.374 7.504
H28 -13.945 -18.226 7.716
H29 -14.917 -16.953 9.624
H30 -13.621 -16.112 11.324
H31 -11.166 -16.199 11.230
H32 -10.056 -17.238 9.257
C34 -16.414 -22.617 17.302
C35 -15.516 -21.632 16.883
C36 -15.818 -20.886 15.755
C37 -16.966 -21.173 15.027
C38 -17.814 -22.166 15.455
C39 -17.617 -22.863 16.649
H33 -16.184 -23.173 18.199
H34 -14.668 -21.313 17.471
H35 -15.175 -20.048 15.527
H36 -17.258 -20.689 14.107
H37 -18.688 -22.393 14.864
H38 -18.236 -23.682 16.983
C40 -15.598 -22.850 7.993
C41 -15.681 -21.693 7.231
C42 -14.536 -21.014 6.880
C43 -13.221 -21.476 7.225
C44 -13.092 -22.633 7.947
C45 -14.271 -23.266 8.356
H39 -16.449 -23.427 8.325
H40 -16.628 -21.393 6.807
H41 -14.671 -20.151 6.245
H42 -12.349 -20.863 7.049
H43 -12.124 -22.978 8.280
H44 -14.163 -24.150 8.966
C46 -18.720 -22.622 9.507
C47 -19.250 -23.673 10.283
C48 -19.532 -23.449 11.637
C49 -19.346 -22.182 12.154
C50 -18.835 -21.132 11.428
C51 -18.460 -21.382 10.077
H45 -18.411 -22.775 8.484
H46 -19.434 -24.659 9.882
H47 -19.848 -24.245 12.294
H48 -19.615 -22.031 13.189
H49 -18.736 -20.109 11.759
H50 -18.024 -20.560 9.528
C52 -8.783 -21.326 6.896
C53 -9.486 -20.468 7.766
C54 -9.752 -20.910 9.079
C55 -9.293 -22.173 9.458
C56 -8.549 -23.005 8.606
C57 -8.339 -22.576 7.313
H51 -8.522 -20.826 5.975
H52 -9.747 -19.533 7.293
H53 -10.409 -20.361 9.737
H54 -9.620 -22.438 10.452
H55 -8.208 -23.989 8.895
H56 -7.830 -23.188 6.583
C58 -20.596 -17.739 11.213
C59 -19.243 -17.366 11.278
C60 -18.654 -17.133 12.482
C61 -19.390 -17.364 13.631
C62 -20.693 -17.766 13.646
C63 -21.348 -17.953 12.390
H57 -21.057 -17.893 10.248
H58 -18.707 -17.075 10.388
H59 -17.649 -16.748 12.571
H60 -18.884 -17.240 14.576
H61 -21.161 -17.814 14.618
H62 -22.390 -18.229 12.325